1.
80
Properties=species:S:1:pos:R:3 method="wB97M-V/def2-TZVPD" charge=+2 homo_ev="-12.16 / -12.16"
Pb -0.6923 0.5234 -0.0142
P -1.0580 -2.8445 0.3429
P 1.2874 -1.0111 -1.2101
C 0.3893 1.9273 5.4208
C -0.5288 3.7671 2.3106
C 3.2280 -1.9736 1.3706
C -2.7157 -1.7128 -2.7846
C 2.3981 -0.7626 1.8661
C -0.8925 3.0048 3.4517
C 0.5269 0.4171 -2.1964
C -1.4692 4.3572 1.3291
C 0.2979 2.6945 4.1639
C -2.0338 -4.3699 0.0580
C -2.4483 -1.6201 0.3945
C 1.6676 4.6154 1.2682
C 2.6680 -0.5527 3.3576
C -2.2601 2.6178 3.8462
C -2.4481 -0.4841 -3.2883
C 2.7876 -1.2500 -2.2182
C 0.9002 -0.9516 1.5829
C -0.7963 -0.1254 -5.2396
C 0.8821 3.9040 2.2870
C -1.2843 -3.0410 -4.4998
C 0.1293 -0.9999 -4.4813
C -0.0605 -2.3317 -1.2224
C -2.3654 -3.0611 -3.3800
C -2.2608 -0.2130 -4.7645
C 2.8203 3.1528 3.8297
C 1.3905 3.2525 3.4418
C -0.0974 -2.2451 -4.0902
H 2.8996 -2.9049 1.8596
H -2.3727 3.7413 1.2226
H -0.4488 0.9203 -5.1912
H 2.6947 4.2371 1.2360
H 1.0888 2.4040 6.1247
H 3.1349 -2.0946 0.2747
H 0.4483 -3.2477 -1.5479
H 1.1055 0.6327 -3.0969
H -2.7650 -0.9464 -5.3919
H -3.3634 -2.1674 0.6423
H -0.7877 -2.1162 -2.0091
H 0.6996 -2.8670 -3.6798
H -1.7914 5.3645 1.6475
H 1.2279 4.4885 0.2725
H -2.0423 -3.7540 -2.5776
H -2.5776 -1.0981 -0.5653
H -1.4259 -5.1781 0.4882
H 2.5378 -1.5821 -3.2336
H -0.5953 1.8618 5.8938
H 2.7478 0.1303 1.3004
H 3.4207 3.8767 3.2689
H 1.1695 -0.6890 -4.5663
H 0.7357 0.8924 5.2614
H -2.7168 0.7525 -5.0064
H -2.7415 0.3897 -2.6808
H 2.2911 -1.4063 3.9328
H -2.9172 2.5155 2.9734
H -2.2509 1.6586 4.3804
H 0.5943 1.4030 -1.6911
H -0.9579 -4.0951 -4.6375
H 0.3077 -0.8073 2.4978
H 3.3020 -0.2738 -2.2518
H -2.2601 -0.8873 1.1964
H -2.2343 -4.5613 -1.0148
H 0.7717 -2.0012 1.2435
H -1.0001 4.4593 0.3413
H -1.6938 -2.6649 -5.4454
H -2.9697 -4.2478 0.6141
H -0.7734 -0.3860 -6.3175
H 2.1756 0.3635 3.7014
H -3.5036 -1.8100 -2.0185
H -2.7120 3.3686 4.5138
H 3.2459 2.1555 3.6251
H 2.9438 3.3461 4.9085
H -0.5165 0.2511 -2.5151
H 4.2873 -1.8169 1.6120
H 3.7451 -0.4798 3.5581
H 3.4344 -1.9882 -1.7329
H -3.2647 -3.5192 -3.8296
H 1.7115 5.6935 1.4780

---

2.
16
Properties=species:S:1:pos:R:3 method="wB97M-V/def2-TZVPD" charge=+1 spin_multiplicity=6 relative_energy_kcal_mol=22.3 homo_ev="-12.33 / -14.09"
Ho 0.9390 3.5013 0.2404
O 1.1052 -0.2128 -0.5536
O 2.4353 -0.0375 1.2697
O -2.6390 1.6562 1.0527
O -0.8886 1.6185 -0.3624
O 2.1798 1.6384 -0.1561
O -1.5868 -0.3363 0.4468
C -1.9063 1.0982 0.2976
C 0.5145 -1.4495 -0.1521
C 2.0693 0.4261 0.1994
C -0.9807 -1.3337 -0.3877
H -0.2385 0.7190 -0.4697
H 0.7254 -1.6608 0.9031
H -1.4592 -2.2778 -0.1076
H 0.9160 -2.2561 -0.7794
H -1.1855 -1.0931 -1.4413

---

3.
12
Properties=species:S:1:pos:R:3 method="wB97M-V/def2-TZVPD" relative_energy_kcal_mol=82.4 homo_ev=-9.50 smiles="C=C1CO1.C=O"
O -0.8096 -1.1693 -1.7521
O -0.5710 0.3900 1.6941
C -0.9116 0.0210 -1.5783
C 1.1488 0.9097 -0.0586
C 0.4124 0.2137 0.7879
C -0.0433 -0.9624 1.4644
H 1.8525 0.3934 -0.7015
H -0.7449 -1.6552 1.0020
H -0.3006 0.7639 -2.1236
H 1.0225 1.9813 -0.1649
H -1.6209 0.4593 -0.8483
H 0.5657 -1.3453 2.2791

---

Number 1: E -52611.1445 eV. Number 2: E -42302.9704 eV. Number 3: E -8336.8880 eV.